Record 1
DFT (wB97M-V/def2-TZVPD) results for an isolated molecule of C26H25BF3NO2 at a distorted geometry.

## Properties
E_LUMO, eV: -1.399
ΔE to the lowest compared entry with this formula, charge and spin, kcal per mole: 49.87
Kohn-Sham gap, eV: 6.8

```
! wB97M-V def2-TZVPD RIJCOSX def2/J DEFGRID3
* xyz 0 1
O 2.434 -5.626 -3.939
H -0.113 -3.775 -0.631
C 0.995 -3.290 4.343
H -0.190 -3.167 1.175
C 2.188 -4.147 4.414
O -4.303 0.244 4.257
H 1.738 -1.741 9.493
H 2.855 -2.771 1.528
C 0.977 -4.719 -2.205
C -5.489 -0.582 4.256
H -2.032 1.440 4.307
H 0.063 -4.951 -2.772
H 1.690 -6.282 -5.670
C 1.283 -5.851 -4.763
H 4.614 -4.254 6.778
C 2.516 -2.796 7.733
C 0.888 -4.060 -0.990
C -0.008 -2.177 6.560
H 2.561 -4.730 3.604
C -1.956 0.404 3.949
C -0.680 -1.524 3.228
H -5.363 -1.447 4.931
H 4.200 -3.907 -0.164
H -0.973 -1.960 6.086
C -3.099 -1.667 3.344
C 1.537 -2.070 8.469
C 2.196 -3.162 6.411
H 0.766 -4.909 -4.984
C 0.314 -1.760 7.863
C 2.036 -3.755 -0.207
H 0.188 0.411 3.760
C -1.875 -2.206 2.987
C 3.412 -4.771 -1.951
C 0.965 -2.850 5.811
H 3.470 -3.016 8.214
F -1.007 -1.641 9.904
C -3.152 -0.342 3.827
H 1.501 -1.686 3.351
H 4.944 -4.323 5.027
C 2.256 -5.070 -2.716
H -6.277 0.074 4.619
C 0.743 -2.867 1.705
C 3.301 -4.130 -0.747
H 4.153 -5.675 5.825
F -1.986 -0.773 7.955
H -4.006 -2.270 3.254
H 0.017 -3.846 4.073
F -0.174 0.341 8.950
C 1.912 -3.071 1.063
C -0.748 -0.176 3.639
H 4.376 -5.070 -2.371
B -0.868 -0.847 8.775
C 0.647 -2.342 3.132
H 0.588 -6.550 -4.282
N 2.918 -3.966 5.505
C 4.213 -4.580 5.804
H -5.725 -0.935 3.237
H -1.837 -3.233 2.597
*
```

How positive or negative is each atom? The Löwdin charges in e answer that: number 1, O, carries -0.09; number 2, H, carries 0.11; number 3, C, carries -0.14; number 4, H, carries 0.10; number 5, C, carries 0.06; number 6, O, carries -0.08; number 7, H, carries 0.12; number 8, H, carries 0.12; number 9, C, carries -0.02; number 10, C, carries -0.06; number 11, H, carries 0.13; number 12, H, carries 0.11; number 13, H, carries 0.09; number 14, C, carries -0.07; number 15, H, carries 0.09; number 16, C, carries 0.01; number 17, C, carries -0.03; number 18, C, carries 0.04; number 19, H, carries 0.14; number 20, C, carries 0.01; number 21, C, carries -0.20; number 22, H, carries 0.10; number 23, H, carries 0.11; number 24, H, carries 0.12; number 25, C, carries -0.01; number 26, C, carries -0.02; number 27, C, carries -0.17; number 28, H, carries 0.10; number 29, C, carries -0.03; number 30, C, carries -0.23; number 31, H, carries 0.13; number 32, C, carries -0.06; number 33, C, carries -0.01; number 34, C, carries -0.09; number 35, H, carries 0.10; number 36, F, carries 0.11; number 37, C, carries -0.26; number 38, H, carries 0.14; number 39, H, carries 0.10; number 40, C, carries -0.27; number 41, H, carries 0.09; number 42, C, carries -0.04; number 43, C, carries -0.04; number 44, H, carries 0.11; number 45, F, carries 0.11; number 46, H, carries 0.10; number 47, H, carries 0.19; number 48, F, carries 0.11; number 49, C, carries -0.06; number 50, C, carries -0.03; number 51, H, carries 0.12; number 52, B, carries -1.06; number 53, C, carries -0.21; number 54, H, carries 0.09; number 55, N, carries -0.03; number 56, C, carries 0.02; number 57, H, carries 0.09; number 58, H, carries 0.12



Record 2
DFT (wB97M-V/def2-TZVPD) results for a structure of composition C26H25Cl2KN7S at a distorted geometry.

## Properties
E_LUMO, eV: 2.260
ΔE to the lowest compared entry with this formula, charge and spin, kcal per mole: 4.56
Kohn-Sham gap, eV: 5.9

```
! wB97M-V def2-TZVPD RIJCOSX def2/J DEFGRID3
* xyz -1 1
H -1.455 -5.832 -4.932
H -4.283 4.219 -1.865
C -1.135 -3.850 -4.145
C -2.843 0.415 -1.558
C -3.530 4.120 -1.080
C -0.828 1.439 -0.802
C 4.426 3.273 3.471
N 1.777 3.524 3.881
H 4.573 5.385 3.920
H 3.128 -4.387 2.544
C -1.072 -2.472 -4.390
C 2.337 2.328 3.553
C 3.932 4.520 3.812
C -1.503 0.241 -1.139
Cl 2.565 -2.963 0.766
H 1.414 6.303 3.458
S 1.318 0.942 3.395
N 3.678 2.192 3.336
N 0.584 1.488 -0.493
H -1.008 -2.121 -5.417
H -4.524 1.687 -1.898
C -1.242 -3.303 -1.781
C 2.945 -3.325 2.459
H -1.646 -4.546 -6.123
C 1.335 2.600 -0.248
Cl 1.614 -2.895 3.561
H -0.037 -5.032 -5.600
C -1.116 -1.907 -1.991
N -0.995 -1.033 -0.978
C -1.507 2.659 -0.788
C 2.625 2.197 -0.041
H -3.376 -0.485 -1.843
H -4.039 4.253 -0.121
N 1.352 0.374 -0.455
C -3.487 1.633 -1.581
H -0.983 3.551 -0.471
C -1.225 -4.229 -2.817
N -1.523 -3.822 -0.469
N -0.692 -3.651 0.575
C -2.454 -4.940 1.179
C 2.573 0.798 -0.181
H -2.826 4.947 -1.187
H -3.130 -5.533 1.772
C -2.828 2.790 -1.163
C -1.063 -1.545 -3.370
H -0.772 -4.329 2.541
C -2.588 -4.587 -0.143
H 3.464 2.814 0.227
C 1.876 5.879 4.353
C 2.560 4.584 4.007
H 0.909 3.585 -0.216
H -1.295 -5.282 -2.559
H 2.576 6.612 4.755
H 3.367 0.076 -0.062
H 3.810 -2.744 2.752
C -1.250 -4.325 1.573
H -0.991 -0.489 -3.603
H 5.492 3.139 3.297
C -1.063 -4.865 -5.256
H 1.082 5.693 5.076
H -3.353 -4.797 -0.872
K 0.350 -0.972 1.369
*
```

How positive or negative is each atom? The Löwdin charges in e answer that: number 1, H, carries 0.06; number 2, H, carries 0.07; number 3, C, carries -0.31; number 4, C, carries -0.03; number 5, C, carries -0.07; number 6, C, carries -0.10; number 7, C, carries -0.19; number 8, N, carries 0.07; number 9, H, carries 0.09; number 10, H, carries 0.02; number 11, C, carries -0.07; number 12, C, carries -0.88; number 13, C, carries -0.07; number 14, C, carries -0.26; number 15, Cl, carries 0.54; number 16, H, carries 0.07; number 17, S, carries 0.40; number 18, N, carries 0.03; number 19, N, carries -0.07; number 20, H, carries 0.10; number 21, H, carries 0.10; number 22, C, carries -0.14; number 23, C, carries -0.94; number 24, H, carries 0.07; number 25, C, carries -0.07; number 26, Cl, carries 0.52; number 27, H, carries 0.07; number 28, C, carries -0.27; number 29, N, carries -0.01; number 30, C, carries 0.00; number 31, C, carries -0.07; number 32, H, carries 0.11; number 33, H, carries 0.08; number 34, N, carries -0.04; number 35, C, carries -0.06; number 36, H, carries 0.10; number 37, C, carries -0.02; number 38, N, carries -0.10; number 39, N, carries 0.05; number 40, C, carries -0.08; number 41, C, carries -0.18; number 42, H, carries 0.07; number 43, H, carries 0.08; number 44, C, carries -0.30; number 45, C, carries -0.02; number 46, H, carries 0.07; number 47, C, carries -0.08; number 48, H, carries 0.09; number 49, C, carries -0.05; number 50, C, carries -0.38; number 51, H, carries 0.11; number 52, H, carries 0.11; number 53, H, carries 0.06; number 54, H, carries 0.10; number 55, H, carries 0.03; number 56, C, carries -0.18; number 57, H, carries 0.11; number 58, H, carries 0.09; number 59, C, carries -0.08; number 60, H, carries 0.07; number 61, H, carries 0.12; number 62, K, carries 0.45



Record 3
DFT (wB97M-V/def2-TZVPD) results for a structure of composition C26H25F6N3O3Rb.

## Properties
E_LUMO, eV: 1.957
ΔE to the lowest compared entry with this formula, charge and spin, kcal per mole: 0.00
Kohn-Sham gap, eV: 5.9

```
! wB97M-V def2-TZVPD RIJCOSX def2/J DEFGRID3
* xyz -1 1
H 4.166 0.342 -0.459
H 2.704 -2.640 -1.997
C -0.363 -0.254 4.777
C 0.474 5.594 -2.574
C -3.152 -0.323 -1.039
C 3.091 -1.823 0.518
H 0.167 -2.353 2.101
H -4.758 -1.561 -0.566
C 0.524 -0.995 3.734
O -1.448 8.556 -1.699
F 0.344 0.499 5.633
C -0.572 -1.867 -1.409
F 2.353 -1.327 5.286
C -0.494 6.391 -1.953
N -0.624 -0.590 -1.368
C 0.816 -3.863 -0.756
C -1.432 -4.720 0.081
H -3.686 -3.568 -1.634
H 1.836 -4.240 -0.743
H -1.819 -2.675 0.634
H -1.978 -5.530 0.552
C -0.596 3.558 -1.779
H -2.246 6.362 -0.741
C 1.983 -1.882 -1.641
H 1.168 3.608 -2.986
O 1.224 -0.106 3.032
H -1.148 -1.205 2.402
Rb 0.809 0.972 0.638
H -1.392 -3.661 -2.213
N 2.613 -1.048 -0.617
H 3.514 -1.156 1.269
C 1.485 -1.960 4.486
F -1.211 0.582 4.138
H 3.319 0.336 -2.017
H 4.484 -0.952 -1.628
O 0.620 8.478 -2.470
C -0.129 -4.863 -0.214
C -0.512 7.870 -2.013
H 3.858 -2.559 0.216
C -1.645 -2.859 -1.529
C 0.714 -2.588 -1.214
F 2.221 -2.660 3.594
H 1.744 -1.227 -2.481
H 1.311 7.817 -2.587
H -2.323 3.919 -0.527
C -1.807 0.143 -1.350
H 2.269 -2.350 0.993
C -1.552 4.375 -1.133
C -1.677 1.527 -1.514
F 0.861 -2.890 5.255
C -1.504 5.749 -1.235
H 1.264 6.032 -3.178
H -2.622 2.079 -1.488
F -1.145 -1.066 5.535
C -2.013 -3.384 -0.165
H -0.962 -2.626 3.448
C 3.700 -0.295 -1.212
H 0.339 -5.814 0.020
H -3.825 0.512 -0.861
C -3.070 -2.830 -1.130
C -3.719 -1.534 -0.876
N -0.554 2.187 -1.741
C -0.424 -1.867 2.879
C 0.429 4.221 -2.485
*
```

How positive or negative is each atom? The Löwdin charges in e answer that: number 1, H, carries 0.08; number 2, H, carries 0.12; number 3, C, carries -0.55; number 4, C, carries -0.05; number 5, C, carries -0.07; number 6, C, carries -0.10; number 7, H, carries 0.07; number 8, H, carries 0.09; number 9, C, carries -0.57; number 10, O, carries 0.09; number 11, F, carries 0.14; number 12, C, carries -0.23; number 13, F, carries 0.14; number 14, C, carries -0.17; number 15, N, carries 0.08; number 16, C, carries -0.04; number 17, C, carries -0.05; number 18, H, carries 0.14; number 19, H, carries 0.10; number 20, H, carries 0.13; number 21, H, carries 0.10; number 22, C, carries -0.31; number 23, H, carries 0.12; number 24, C, carries -0.18; number 25, H, carries 0.11; number 26, O, carries -0.33; number 27, H, carries 0.08; number 28, Rb, carries 0.92; number 29, H, carries 0.15; number 30, N, carries -0.32; number 31, H, carries 0.09; number 32, C, carries -0.54; number 33, F, carries 0.12; number 34, H, carries 0.09; number 35, H, carries 0.09; number 36, O, carries 0.09; number 37, C, carries -0.09; number 38, C, carries -0.49; number 39, H, carries 0.09; number 40, C, carries -0.16; number 41, C, carries -0.14; number 42, F, carries 0.12; number 43, H, carries 0.12; number 44, H, carries 0.08; number 45, H, carries 0.10; number 46, C, carries -0.29; number 47, H, carries 0.06; number 48, C, carries -0.02; number 49, C, carries -0.18; number 50, F, carries 0.12; number 51, C, carries -0.02; number 52, H, carries 0.10; number 53, H, carries 0.11; number 54, F, carries 0.12; number 55, C, carries -0.16; number 56, H, carries 0.09; number 57, C, carries -0.12; number 58, H, carries 0.09; number 59, H, carries 0.09; number 60, C, carries -0.17; number 61, C, carries -0.09; number 62, N, carries -0.02; number 63, C, carries 0.00; number 64, C, carries -0.03



Record 4
DFT (wB97M-V/def2-TZVPD) results for a structure of composition C26H25HgN2P at a distorted geometry.

## Properties
E_LUMO (spin up / spin down), eV: 4.573 / 4.573
Kohn-Sham gap (spin up / spin down), eV: 3.5 / 3.5

```
! wB97M-V def2-TZVPD RIJCOSX def2/J DEFGRID3
* xyz -2 1
H 0.728 2.037 3.181
N 1.312 1.307 -3.144
H 2.040 -1.949 -3.746
Hg 0.000 0.000 -2.644
H 0.660 -2.200 2.995
C 1.283 -0.011 2.530
C 0.493 -0.323 3.551
P 0.597 -0.005 0.833
H 4.175 0.109 4.170
C -1.497 3.411 0.411
C 0.179 -2.358 -2.547
C -1.262 -1.412 -4.076
C 1.013 -0.487 4.812
N 0.000 0.000 -0.644
H -0.660 3.871 3.550
C 0.953 -1.892 -3.651
C -0.874 -3.338 2.599
H -1.004 1.856 -0.831
C -0.383 -1.500 1.224
H -0.019 2.883 -5.903
H -1.899 4.987 1.798
C 0.398 1.874 -4.065
H 3.282 0.582 1.915
H -0.648 -3.902 3.507
C 3.100 -0.008 4.016
H 0.571 -2.829 -1.644
H 2.299 1.432 -3.381
H -2.177 -4.830 1.875
C -0.825 2.238 0.168
H -0.599 -0.203 3.513
C -1.377 4.055 1.612
H -1.773 1.624 -4.356
H -2.168 -1.047 -4.560
H -1.307 -1.665 -0.720
H -2.364 -3.696 -0.296
C 2.616 0.311 2.725
H -2.094 3.862 -0.379
C -0.997 1.612 -3.580
H 0.340 -0.694 5.643
H -1.260 2.245 -2.713
H -2.029 -2.270 -2.148
C 0.103 2.283 2.342
C -1.695 -3.872 1.713
H 1.795 2.533 -5.559
C -0.113 1.656 1.126
C 0.061 -1.315 -4.597
C -0.723 3.410 2.561
H 2.738 -0.351 6.066
C -0.319 -2.041 2.498
C -1.188 -2.068 -2.814
H 0.344 -0.812 -5.524
C -1.765 -3.252 0.497
C 2.334 -0.243 5.066
C -1.141 -2.047 0.281
C 0.744 2.442 -5.256
*
```

How positive or negative is each atom? The Löwdin charges in e answer that: number 1, H, carries 0.09; number 2, N, carries -0.21; number 3, H, carries 0.08; number 4, Hg, carries 1.10; number 5, H, carries 0.13; number 6, C, carries -0.41; number 7, C, carries -0.24; number 8, P, carries 0.84; number 9, H, carries 0.09; number 10, C, carries -0.09; number 11, C, carries -0.27; number 12, C, carries -0.26; number 13, C, carries -0.10; number 14, N, carries -0.37; number 15, H, carries 0.09; number 16, C, carries -0.26; number 17, C, carries -0.12; number 18, H, carries 0.06; number 19, C, carries -0.27; number 20, H, carries -0.01; number 21, H, carries 0.09; number 22, C, carries -0.66; number 23, H, carries 0.10; number 24, H, carries 0.10; number 25, C, carries -0.14; number 26, H, carries 0.08; number 27, H, carries 0.01; number 28, H, carries 0.09; number 29, C, carries -0.11; number 30, H, carries 0.14; number 31, C, carries -0.16; number 32, H, carries 0.01; number 33, H, carries 0.08; number 34, H, carries 0.04; number 35, H, carries 0.10; number 36, C, carries -0.05; number 37, H, carries 0.10; number 38, C, carries -0.27; number 39, H, carries 0.10; number 40, H, carries -0.01; number 41, H, carries 0.07; number 42, C, carries -0.06; number 43, C, carries -0.15; number 44, H, carries -0.01; number 45, C, carries -0.28; number 46, C, carries -0.26; number 47, C, carries -0.14; number 48, H, carries 0.10; number 49, C, carries -0.14; number 50, C, carries -0.28; number 51, H, carries 0.08; number 52, C, carries -0.08; number 53, C, carries -0.15; number 54, C, carries -0.13; number 55, C, carries -0.11



no.,E_tot (Ha)
1,-1535.46990
2,-3307.64970
3,-2019.08740
4,-1609.45045